Record 1
C12H30AlBIN4O7 as an isolated structure. Source: the OMol25 dataset; level of theory: ωB97M-V/def2-TZVPD.

```
56
C12H30AlBIN4O7 | the OMol25 dataset | ωB97M-V/def2-TZVPD
O 0.41 -2.49 0.87
O 0.83 -3.00 -1.60
B 2.65 -1.70 1.02
Al 0.34 -3.99 -0.17
H -2.13 0.10 4.61
H 2.41 -1.34 -2.65
H -1.64 -0.91 2.22
H -6.58 0.55 3.68
O -4.44 -0.21 4.67
N 3.43 5.36 -4.35
H 3.14 6.32 -4.43
H -0.47 1.96 0.51
H -7.33 -1.01 3.63
H -4.52 -2.66 5.01
C 0.15 -1.79 -1.34
H 0.14 -1.58 -3.41
O 3.36 3.21 -5.05
H 3.44 -3.46 1.23
C 0.28 1.18 0.39
H -1.29 -0.23 0.14
H 2.66 -0.51 -4.78
C 0.39 -0.93 -2.58
N -6.55 -0.43 3.87
H -1.61 1.46 2.72
H 1.18 0.43 -4.69
H -0.89 1.24 5.18
H 1.82 4.04 -6.80
H -1.13 -4.62 -0.31
H 4.04 5.10 -3.60
H 1.51 -4.98 0.32
C 1.81 -0.43 -2.77
H -0.41 -0.40 4.79
O 1.91 -0.95 0.14
I -1.09 0.66 -2.83
C -5.39 -0.92 4.41
C 2.10 0.18 -4.15
H 1.10 1.40 1.08
O 2.77 -1.30 2.35
C 3.01 4.36 -5.18
H -0.93 -2.01 -1.33
H 2.11 0.24 -1.97
H 2.29 -0.48 2.45
N -5.37 -2.27 4.64
C -0.79 0.83 3.06
C -1.09 0.41 4.51
H 2.67 1.10 -4.08
H -6.13 -2.88 4.42
H 0.14 1.40 3.07
H 0.05 -1.09 2.63
C 0.52 -1.35 0.10
H 0.68 1.25 -0.61
H 1.84 5.70 -6.30
O 3.45 -2.74 0.60
N 2.16 4.76 -6.18
C -0.34 -0.19 0.67
C -0.67 -0.41 2.17
```

## Properties
net charge: -1
lowest unoccupied orbital energy: 2.2 eV

---

Record 2
C30H27CaCl3N7O7S2 as an isolated structure. Source: the OMol25 dataset; level of theory: ωB97M-V/def2-TZVPD.

```
77
C30H27CaCl3N7O7S2 | the OMol25 dataset | ωB97M-V/def2-TZVPD
H -3.32 1.62 -2.94
H 2.61 4.08 2.47
C -1.34 1.92 -3.37
O 1.18 0.36 1.93
H 2.74 -3.41 1.16
C 1.05 1.30 -3.73
N -1.59 2.49 2.90
N -0.77 0.09 4.36
H -2.40 4.63 0.73
H 1.44 3.27 -1.99
H -1.22 -2.02 -2.39
C 1.97 0.68 2.87
O -3.36 1.08 -0.59
H -1.53 4.01 -1.75
H 3.62 -0.67 5.57
C -3.15 -2.28 0.94
C 1.96 -3.07 0.45
H -5.22 -2.95 1.22
O 0.31 -2.16 -1.69
O 1.09 0.50 -1.06
C -4.37 -2.73 0.59
N -2.39 1.56 -2.56
H 0.43 3.86 -3.32
N -1.75 -1.04 2.54
H -2.69 -2.42 -3.25
Cl 4.82 1.81 6.31
N -2.28 -2.00 -0.09
C 3.28 -4.21 -1.25
C 0.03 1.84 -2.73
H -0.19 5.05 -1.28
H 2.01 1.27 -3.22
H 0.61 -0.80 -3.44
C -2.71 -2.01 2.32
C 3.32 2.35 4.11
C -2.19 3.08 2.12
C 0.42 3.30 -2.38
H 1.50 -0.45 -4.93
C -3.22 -2.60 3.42
H 1.12 2.01 -4.56
C 3.75 1.40 5.00
C 1.25 -2.98 -1.93
C -2.31 1.15 -1.21
H -0.57 0.87 3.75
Ca -0.08 -0.64 0.61
O 0.98 -2.48 0.89
H -3.33 3.15 0.38
O 1.31 3.14 1.27
H 3.99 -4.49 -0.48
C -0.50 4.01 -1.39
C 3.30 0.08 4.87
N -1.09 0.83 -0.72
C -3.00 3.83 1.16
H -0.91 0.32 5.33
S -2.53 -1.91 4.84
Cl 4.84 -5.65 -2.95
C 2.08 3.13 2.20
C 0.03 1.00 -1.45
Cl 1.90 -1.90 3.79
C 3.46 -4.66 -2.53
H -3.86 4.25 1.67
O -1.52 2.31 -4.50
C 0.71 -0.09 -4.26
H 0.74 -3.28 -4.01
S -4.48 -2.84 -1.12
C -1.59 -0.84 3.82
H -0.46 3.54 -0.41
C 1.45 -3.53 -3.24
H 2.66 -4.73 -4.52
C 2.18 -3.41 -0.92
C 2.52 -4.33 -3.53
N -2.25 -2.02 -2.44
C 2.46 2.01 3.06
H -3.95 -3.39 3.48
H 3.65 3.38 4.22
C 2.44 -0.26 3.85
H -0.23 -0.07 -4.83
C -2.84 -2.24 -1.24
```

## Properties
net charge: -1
relative energy (zero: lowest compared OMol25 entry of this formula, charge and spin): 147.2 kJ/mol
lowest unoccupied orbital energy: 2.2 eV

---

Record 3
A 7-piece molecular cluster, C25H46N2O15S5 overall. Source: the OMol25 dataset; level of theory: ωB97M-V/def2-TZVPD.

```
93
C25H46N2O15S5 | the OMol25 dataset | ωB97M-V/def2-TZVPD
C 4.08 -3.09 1.46
C 0.84 0.40 1.26
O -0.45 4.83 -3.44
H 0.75 6.06 4.10
C 2.75 1.79 1.51
C -1.68 -1.47 -2.47
H -4.15 4.17 -3.10
O -4.85 -3.04 -2.33
O -0.69 0.92 -0.39
C -0.97 -0.64 -3.36
H 4.14 0.17 -5.16
H 4.02 -2.41 -2.38
H -1.91 2.95 3.29
H 1.29 1.96 -0.08
C -4.10 0.93 -0.28
S 2.88 -0.63 -3.36
H -2.67 3.15 -0.95
O 0.21 2.61 -4.17
H 1.30 4.50 3.18
C -3.32 3.40 -3.05
H 2.18 4.24 -2.68
O -1.00 -0.87 0.83
H 2.50 -0.31 4.11
C -3.31 -1.92 -4.25
H -3.80 2.45 -3.02
H 3.94 1.30 3.27
H -0.56 1.93 3.84
C 1.46 3.60 -2.11
C 4.25 -1.78 -3.25
C 1.07 -0.24 2.45
C -1.35 -0.55 -4.64
O 2.95 -5.30 2.15
C 3.03 1.10 2.73
H -4.26 -2.36 -4.58
C -3.68 -1.40 3.60
H 2.75 -7.64 1.11
H -0.30 3.02 2.52
H 2.24 -7.95 2.79
S -4.27 1.65 1.33
H 5.21 -1.25 -3.06
S -0.42 4.16 4.58
C -2.89 -1.98 -2.88
H 4.35 -2.14 1.88
H -4.68 1.57 -0.93
N -3.78 -2.65 -1.94
O -3.37 -2.74 -0.76
H 2.83 1.32 -4.83
O -3.47 2.86 1.50
C -2.27 3.57 -1.92
C 2.19 0.11 3.17
C 3.65 0.69 -4.34
H -2.05 4.61 -1.63
H 0.46 -1.06 2.81
N -0.39 0.13 0.49
S -0.03 3.52 -3.10
H -4.94 0.31 3.69
H -2.90 3.49 -4.14
H -0.08 -0.11 -2.98
C -0.81 2.90 3.45
C 3.09 -7.68 2.16
H -3.09 0.68 -0.61
C 1.60 1.49 0.85
S 3.14 -3.85 2.73
H -1.49 -1.41 -1.39
H -3.38 -2.24 2.96
H -4.54 -0.06 -0.16
H 4.73 -6.29 2.05
H 3.39 2.57 1.20
O 2.78 -0.32 -1.90
O -1.01 2.81 -2.09
C -4.49 -0.33 2.98
H 3.38 -2.86 0.62
H -5.08 -0.76 2.21
H -4.13 -1.77 4.54
H 1.31 4.01 -1.10
C -2.50 -1.14 -5.11
O 3.92 -3.95 3.91
H -2.73 -1.05 -6.13
H 4.04 -6.39 3.68
H 4.39 1.28 -3.70
H 5.01 -3.54 1.15
H 0.01 5.59 2.68
O 0.51 3.62 5.52
C 0.51 5.13 3.50
O -5.68 1.64 1.51
C 3.80 -6.41 2.62
H -0.85 0.07 -5.33
O 1.90 -3.18 2.72
H 3.72 -8.51 2.30
H -2.75 -0.89 3.89
H 4.34 -2.33 -4.15
O -3.57 0.67 2.32
H 1.80 2.53 -1.96
```

## Properties
relative energy (zero: lowest compared OMol25 entry of this formula, charge and spin): 61.0 kJ/mol
lowest unoccupied orbital energy: -0.4 eV

---

Record 4
An isolated ion of composition C15H23F5NO5S2 and charge +1. Source: the OMol25 dataset; level of theory: ωB97M-V/def2-TZVPD.

```
51
C15H23F5NO5S2 | the OMol25 dataset | ωB97M-V/def2-TZVPD
H -2.62 -1.97 1.24
H -4.58 -0.95 1.91
S 2.02 -0.31 -1.05
C 1.35 1.21 -1.36
F 2.67 5.01 -0.81
C 1.23 4.04 0.82
H 2.99 -4.23 1.93
H -2.48 0.63 -0.89
C 0.22 -2.47 -1.14
F 1.38 5.27 1.34
C -1.25 -0.03 -3.10
H -0.38 2.16 -1.80
O 0.75 -2.56 0.17
H 3.58 -1.72 1.05
H 2.59 -3.38 -0.43
C -3.45 2.01 2.02
C -1.39 -0.27 0.75
O -3.82 0.81 2.53
O 2.95 2.80 -2.63
N 0.09 1.28 -1.62
C 0.50 -1.09 -1.74
H 3.89 -2.23 2.68
H -1.26 0.72 1.17
F 0.70 4.36 -1.51
H -2.30 -1.07 -1.02
C 1.72 4.08 -0.68
H -1.67 -1.01 -3.31
C 1.80 -3.52 0.31
H -0.84 -2.70 -1.15
H 1.36 -4.51 0.21
H 0.74 -1.24 -2.78
S 2.58 2.54 -1.28
H 2.45 -1.33 2.33
F -0.07 3.73 0.83
C -3.82 -0.26 1.58
C -2.47 -0.96 1.58
H -0.48 -0.84 0.89
F 1.93 3.16 1.54
C -1.77 -0.17 -0.73
H 0.76 -3.18 -1.75
H -4.13 0.10 0.60
C 2.33 -3.40 1.71
H 1.49 -3.44 2.38
O 3.61 2.12 -0.40
H -2.07 0.68 -3.11
H -2.15 -1.03 2.61
O -2.98 2.89 2.70
H -0.51 0.24 -3.84
H -3.67 2.12 0.95
C 3.11 -2.10 1.95
C -0.60 -0.01 -1.67
```

## Properties
net charge: +1
lowest unoccupied orbital energy: -5.0 eV

---

Record 5
C28H38BaN3O12 as an isolated structure. Source: the OMol25 dataset; level of theory: ωB97M-V/def2-TZVPD.

```
82
C28H38BaN3O12 | the OMol25 dataset | ωB97M-V/def2-TZVPD
H 0.23 4.15 -4.73
H -5.59 -0.86 0.40
C -0.39 -2.48 4.00
H 1.82 2.69 6.97
H 2.01 0.80 -0.69
N -7.48 -1.73 -1.57
C -3.21 3.15 -6.10
H 0.45 -1.92 4.40
H -2.10 0.71 -0.85
C -1.54 1.80 -5.01
N 3.73 1.40 5.65
Ba 1.00 -3.07 0.76
C -5.99 -1.91 -1.54
H -0.55 1.58 -0.73
C -0.21 -0.43 -0.48
C 1.89 1.34 3.88
O -0.05 -3.63 3.19
C 2.80 1.53 -0.62
H -3.57 3.78 -5.28
H -5.93 -2.62 -3.51
O 0.75 2.21 -4.21
H 1.61 -4.26 4.28
C 4.15 1.13 -0.45
C 1.10 3.50 -4.62
C 0.01 1.46 -5.14
H 1.47 3.08 -1.06
O 1.29 -5.54 1.75
O -0.30 -0.72 0.71
C -4.00 -2.79 -2.57
C -3.85 -1.57 -0.49
O 0.44 -1.20 -1.20
C -1.04 0.68 -1.10
H 1.74 3.96 -3.87
H 2.09 -6.33 0.15
O 4.05 1.66 6.75
C 1.77 -6.74 1.12
H 0.03 -4.94 4.84
H -2.18 -2.49 -1.50
H -0.77 0.83 -2.15
H -3.53 -3.40 -3.33
O -7.93 -1.39 -2.73
C -5.21 -1.44 -0.43
H -0.56 3.34 6.12
C -3.25 -2.31 -1.51
H 4.38 0.08 -0.31
H -2.06 0.84 -4.88
H 1.71 3.60 -5.52
C 0.64 -4.64 3.99
O 5.39 5.61 -0.10
C 5.05 2.12 -0.35
C 4.69 3.46 -0.38
H -3.36 3.88 -6.89
C 0.13 2.68 5.62
H 0.37 1.79 -6.11
C -0.32 2.09 4.50
O 6.95 4.23 -0.32
C 0.96 -5.90 3.08
H 0.45 0.47 -4.99
H -3.94 2.36 -6.28
N 5.75 4.47 -0.23
C 2.29 1.67 5.17
H -1.77 2.26 -4.05
C 2.48 2.89 -0.72
H 6.06 1.89 -0.03
H 2.43 0.73 3.18
H 1.03 -7.49 0.88
O 4.51 0.85 4.81
H 1.61 -6.55 3.67
C 1.43 2.37 6.01
H -3.29 -1.24 0.38
H 2.64 -7.10 1.68
O -8.08 -1.55 -0.55
H 0.06 -6.47 2.88
H 3.09 4.90 -0.78
H 0.11 1.13 2.67
H -1.32 2.37 4.22
O -1.92 2.64 -6.08
H -1.18 -2.58 4.76
C -5.35 -2.45 -2.61
C 0.52 1.47 3.61
H -0.74 -1.79 3.24
C 3.41 3.88 -0.64
```

## Properties
multiplicity: 2
lowest unoccupied orbital energy (spin up / spin down): -0.6 / -0.6 eV

---

Energy per entry: -1786.28421, -4924.34412, -4208.87766, -2311.70322, -2181.91608 Ha